Here is a cluster of 2 separate species, C4H9N3O3 in total in a non-equilibrium geometry from OMol25. Energies are from ωB97M-V with the def2-TZVPD basis set.

Positions of all 19 atoms, in Å:
N  -0.29  0.69  1.72
O  0.43  -2.86  1.00
H  -1.34  2.31  0.85
H  -1.96  0.25  -0.14
N  -0.27  -1.53  -0.63
H  4.12  1.67  1.13
H  -1.52  1.63  -1.28
O  -0.66  -0.44  -2.65
C  0.75  -0.03  1.76
H  0.89  -0.52  2.71
O  -0.70  -2.53  -1.44
N  0.25  -1.67  0.60
C  -1.16  0.75  -0.66
C  -0.52  1.48  0.54
H  -0.84  -1.40  -2.59
H  0.51  1.81  0.28
H  0.82  0.33  -1.19
C  -0.22  -0.22  -1.31
H  1.68  0.27  1.29

- total energy (hartree) = -547.47618
- ΔE to the lowest compared entry with this formula, charge and spin (kcal/mol) = 49.7
- strongest force on any atom (eV/A) = 3.9
- total charge = -2

The Löwdin scheme yields these atomic charges, measured in e:
1 N -0.118
2 O -0.153
3 H 0.122
4 H 0.102
5 N -0.200
6 H -0.725
7 H 0.118
8 O -0.072
9 C -0.217
10 H 0.063
11 O -0.203
12 N -0.110
13 C -0.182
14 C -0.323
15 H 0.022
16 H 0.079
17 H 0.167
18 C -0.349
19 H -0.020



Here is an isolated molecule of C4H9N3O3 in a non-equilibrium geometry from OMol25. Energies are from ωB97M-V with the def2-TZVPD basis set.

Positions of all 19 atoms, in Å:
C  -2.03  2.15  -1.41
C  2.09  -2.34  2.07
O  1.45  0.33  1.69
H  1.97  -3.42  1.90
N  -1.03  1.05  -1.57
H  -0.70  -0.98  -0.25
N  -1.35  0.01  -2.42
H  -2.64  2.15  -0.51
H  -0.03  1.86  0.11
C  -0.01  0.91  -0.47
N  -0.23  -0.20  0.29
H  1.04  0.84  -0.81
H  3.01  -1.87  1.65
O  -0.82  -1.07  -2.35
O  0.85  -1.87  1.46
H  -2.82  2.01  -2.23
H  -1.69  3.17  -1.49
C  0.75  -0.57  1.23
H  2.19  -2.16  3.13

- total energy (hartree) = -547.70335
- ΔE to the lowest compared entry with this formula, charge and spin (kcal/mol) = 89.5
- SMILES = COC(=O)NCN(C)N=O
- strongest force on any atom (eV/A) = 6.0

The Löwdin scheme yields these atomic charges, measured in e:
1 C -0.056
2 C -0.017
3 O 0.070
4 H 0.095
5 N -0.128
6 H 0.147
7 N -0.073
8 H 0.075
9 H 0.138
10 C -0.208
11 N 0.054
12 H 0.135
13 H 0.109
14 O -0.035
15 O -0.010
16 H 0.104
17 H 0.070
18 C -0.552
19 H 0.082



Here is a cluster of 2 separate species, C4H9N3S in total in a non-equilibrium geometry from OMol25. Energies are from ωB97M-V with the def2-TZVPD basis set.

Positions of all 17 atoms, in Å:
H  3.79  -0.79  0.13
N  -0.85  0.43  -0.79
H  -3.89  0.68  -0.61
S  -1.09  -0.64  0.34
C  -4.48  0.00  -0.13
H  3.10  -0.94  1.63
H  -4.59  -0.12  0.93
H  3.35  0.83  0.95
C  0.16  0.81  -1.34
H  -5.29  -0.52  -0.60
H  -0.07  1.68  -2.02
N  0.61  -0.84  0.89
N  1.45  0.47  -0.86
C  3.05  -0.29  0.82
C  1.62  -0.21  0.26
H  2.19  0.88  -1.27
H  0.92  -1.44  1.67

- total energy (hartree) = -719.43564
- ΔE to the lowest compared entry with this formula, charge and spin (kcal/mol) = 100.2
- strongest force on any atom (eV/A) = 3.6
- total charge = +2

The Löwdin scheme yields these atomic charges, measured in e:
1 H 0.138
2 N -0.357
3 H 0.055
4 S 0.990
5 C 0.662
6 H 0.063
7 H 0.104
8 H 0.155
9 C -0.181
10 H 0.111
11 H 0.182
12 N -0.118
13 N 0.160
14 C 0.057
15 C -0.301
16 H 0.130
17 H 0.151



Here is a cluster of 2 separate species, C4H9N4 in total in a non-equilibrium geometry from OMol25. Energies are from ωB97M-V with the def2-TZVPD basis set.

Positions of all 17 atoms, in Å:
N  0.25  -1.14  2.59
H  -2.84  1.18  -0.38
H  0.01  -2.10  2.37
H  0.22  -1.84  -2.55
N  1.55  1.53  0.12
C  0.04  -0.07  -1.40
N  -0.86  1.55  0.34
C  0.30  1.24  -0.07
H  1.96  2.27  0.65
N  -1.32  0.01  -1.26
H  -2.00  -0.47  -1.94
H  2.24  0.89  -0.29
C  -1.78  0.88  -0.38
H  0.56  -1.10  3.61
H  -0.57  -0.68  2.57
H  1.65  -1.07  -1.99
C  0.60  -1.08  -2.00

- total energy (hartree) = -376.51546
- ΔE to the lowest compared entry with this formula, charge and spin (kcal/mol) = 57.4
- strongest force on any atom (eV/A) = 5.6
- total charge = +1

The Löwdin scheme yields these atomic charges, measured in e:
1 N 0.016
2 H 0.166
3 H 0.013
4 H 0.063
5 N 0.232
6 C -0.130
7 N 0.139
8 C -0.204
9 H 0.139
10 N 0.061
11 H 0.229
12 H 0.145
13 C -0.059
14 H 0.066
15 H -0.067
16 H 0.064
17 C 0.126



Here is the ion C4H9N4 with charge +1 in a non-equilibrium geometry from OMol25. Energies are from ωB97M-V with the def2-TZVPD basis set.

Positions of all 17 atoms, in Å:
H  2.11  -1.64  -1.03
H  0.37  -2.31  -1.14
N  1.38  0.74  -0.20
H  -2.06  2.81  -0.23
C  -1.06  -0.09  -0.12
N  -1.18  2.33  -0.41
H  2.97  1.49  0.70
H  -0.29  2.81  -0.33
H  -2.35  -0.84  1.15
C  -1.77  -1.25  0.35
H  2.76  -0.12  1.20
H  -2.37  -1.91  -0.26
C  1.05  -1.54  -0.77
C  2.41  0.65  0.56
N  -1.45  1.07  -0.16
N  0.62  -0.41  -0.36
H  -1.13  -1.79  1.04

- total energy (hartree) = -376.42865
- ΔE to the lowest compared entry with this formula, charge and spin (kcal/mol) = 111.9
- SMILES = C=N[N+](=C)/C(C)=N\N
- strongest force on any atom (eV/A) = 2.9
- total charge = +1

The Löwdin scheme yields these atomic charges, measured in e:
1 H 0.120
2 H 0.121
3 N 0.055
4 H 0.125
5 C -0.212
6 N 0.085
7 H 0.061
8 H 0.110
9 H 0.090
10 C -0.032
11 H 0.098
12 H 0.100
13 C 0.151
14 C 0.086
15 N 0.020
16 N -0.068
17 H 0.090



Here is the ion C4H9N4 with charge +1 in a non-equilibrium geometry from OMol25. Energies are from ωB97M-V with the def2-TZVPD basis set.

Positions of all 17 atoms, in Å:
H  1.64  0.42  1.37
N  1.91  -1.14  -1.02
C  -1.03  0.85  -0.66
H  0.23  1.04  1.73
H  -2.12  -1.17  -0.32
N  0.59  -1.40  -0.94
C  -0.14  -0.88  0.86
H  -1.23  0.74  -1.79
N  0.62  0.36  0.98
H  -0.26  -1.52  1.64
H  -2.18  0.00  0.98
C  -1.53  -0.41  0.27
H  -1.51  1.68  -0.35
H  0.86  1.84  -0.65
C  0.52  0.82  -0.40
N  1.02  -0.16  -1.35
H  2.61  -1.08  -0.35

- total energy (hartree) = -376.33001
- ΔE to the lowest compared entry with this formula, charge and spin (kcal/mol) = 173.8
- strongest force on any atom (eV/A) = 5.6
- total charge = +1

The Löwdin scheme yields these atomic charges, measured in e:
1 H 0.234
2 N 0.033
3 C -0.059
4 H 0.241
5 H 0.137
6 N 0.129
7 C -0.040
8 H 0.159
9 N 0.074
10 H 0.100
11 H 0.080
12 C -0.074
13 H 0.065
14 H 0.175
15 C -0.294
16 N -0.070
17 H 0.111